The following is a quantum chemistry calculation of a cluster of 2 separate species, C6H15N2 in total at a distorted geometry, from OMol25.

Structure (XYZ):
```
23
Properties=species:S:1:pos:R:3:forces:R:3
N -1.547 -2.131 -0.090 -0.55 0.33 -0.41
N 1.452 -1.670 -2.496 0.15 -0.32 0.89
C -0.214 -0.148 0.074 0.71 -0.13 1.87
C -0.050 2.747 1.799 0.10 -0.18 0.30
C -0.191 1.221 -0.041 -0.45 0.39 -1.05
C 0.878 -0.847 0.856 0.47 0.71 -0.36
C 0.731 2.151 0.599 0.12 0.06 0.16
C -1.355 -0.811 -0.331 0.35 0.26 -0.79
H 0.612 -1.693 -1.940 -0.18 0.38 -0.24
H -1.017 3.110 1.456 -0.08 -0.01 0.26
H -2.045 -0.229 -0.948 0.01 -0.45 -0.33
H -0.151 1.984 2.566 -0.39 -0.08 0.04
H -0.923 1.696 -0.689 -0.36 -0.11 0.13
H 0.751 -0.670 1.928 -0.12 -0.65 -0.06
H 1.429 -0.994 -3.244 -0.21 -0.38 -0.14
H -2.037 -2.638 -0.816 -0.65 0.18 0.24
H 0.955 2.988 -0.063 0.21 -0.20 -0.15
H 1.851 -0.410 0.620 -0.13 0.21 -0.12
H 0.482 3.565 2.282 0.15 0.05 -0.37
H 1.614 1.611 0.925 0.22 0.38 0.07
H 1.607 -2.631 -2.768 0.25 0.29 -0.55
H 1.016 -1.868 0.528 -0.44 -0.41 0.49
H -1.853 -2.387 0.843 0.80 -0.31 0.13
```
Positions in Å, forces in eV/Å.

Calculated total energy, Ha: -346.82141
Relative energy (zero: lowest compared OMol25 entry of this formula, charge and spin), kJ/mol: 239.34
Total charge: +1
Gap between HOMO and LUMO, eV: 7.13